Record 1
Molecular formula: C45H84N6O21
Method: DFT, ωB97M-V/def2-TZVPD

Each line ends with the Mulliken charge.
CARTESIAN COORDINATES (ANGSTROEM)
C -2.061 -2.293 -4.842  -1.417
C -2.426 -2.375 -3.348  1.099
C -3.936 -2.681 -3.034  0.076
C -4.376 -3.903 -3.693  -0.064
N -4.706 -4.855 -4.225  -0.577
H -1.167 -1.810 -5.236  0.264
H -2.910 -1.804 -5.320  0.423
H -2.018 -3.320 -5.204  0.331
H -2.101 -1.473 -2.829  -0.014
H -1.841 -3.200 -2.943  -0.485
H -4.672 -1.915 -3.279  0.559
H -4.149 -2.832 -1.976  -0.073
C -0.684 4.296 -2.588  -0.614
C -1.868 5.214 -2.214  -0.977
C -1.911 5.547 -0.748  0.604
C -0.704 6.248 -0.186  0.193
N 0.178 6.784 0.323  -0.601
H 0.215 4.579 -2.041  0.322
H -0.527 4.506 -3.646  0.435
H -1.044 3.272 -2.489  -0.096
H -2.844 4.790 -2.451  0.416
H -1.927 6.128 -2.805  0.418
H -2.153 4.695 -0.112  -0.484
H -2.705 6.286 -0.644  0.458
C -1.341 -0.970 0.394  0.581
C -0.916 0.457 0.713  -0.283
C -0.494 1.342 -0.499  0.216
C 0.685 0.886 -1.223  -0.818
N 1.603 0.534 -1.835  -0.031
H -1.495 -1.519 1.323  0.360
H -0.557 -1.547 -0.097  -0.867
H -2.214 -0.943 -0.258  -0.258
H -0.132 0.466 1.471  0.669
H -1.762 0.950 1.192  -0.156
H -0.365 2.366 -0.149  0.296
H -1.311 1.398 -1.218  0.197
C 3.809 -1.437 0.963  -1.040
C 3.866 -1.862 -0.503  0.511
C 2.862 -2.894 -0.859  1.584
C 2.995 -4.087 -0.050  -0.020
N 3.063 -5.069 0.618  -0.667
H 2.862 -0.975 1.241  0.053
H 4.659 -0.783 1.162  0.175
H 3.961 -2.279 1.638  0.548
H 4.837 -2.287 -0.756  0.282
H 3.673 -0.977 -1.110  -0.544
H 2.787 -3.202 -1.902  -0.016
H 1.890 -2.496 -0.568  -0.990
C -0.782 3.441 3.156  0.455
C -1.331 4.290 4.403  -0.239
C -1.493 5.760 4.049  -0.709
C -2.373 6.129 2.931  0.275
N -3.097 6.442 2.077  -0.541
H -1.298 3.628 2.214  -0.384
H -0.927 2.364 3.245  -0.130
H 0.283 3.550 2.949  -0.040
H -0.594 4.244 5.205  0.190
H -2.251 3.887 4.828  0.358
H -0.516 6.189 3.825  0.295
H -1.890 6.443 4.801  0.454
C 3.534 4.985 3.460  -1.014
C 3.967 3.670 4.175  -0.527
C 4.028 2.388 3.283  -0.255
C 2.979 2.311 2.295  0.327
N 2.103 2.267 1.534  -0.355
H 4.272 5.332 2.738  0.327
H 3.370 5.884 4.054  0.357
H 2.732 4.751 2.760  0.156
H 3.202 3.376 4.893  0.218
H 4.893 3.825 4.729  0.396
H 4.132 1.512 3.923  0.382
H 4.913 2.445 2.650  0.076
C -3.043 -5.490 2.898  -0.418
O -3.866 -4.653 3.747  -0.347
C -4.181 -3.405 3.330  0.700
O -3.961 -2.924 2.208  -0.284
O -4.867 -2.824 4.369  -0.365
C -5.484 -1.543 4.180  -0.535
H -3.523 -5.959 2.039  0.184
H -2.612 -6.259 3.538  0.340
H -2.218 -4.906 2.491  0.094
H -6.319 -1.485 4.879  0.319
H -5.983 -1.395 3.222  0.229
H -4.822 -0.712 4.422  0.179
C -5.430 -0.281 -0.268  -0.644
O -4.995 0.870 0.431  -0.259
C -4.273 1.787 -0.163  0.882
O -3.815 1.718 -1.311  -0.626
O -4.096 2.897 0.711  -0.207
C -4.527 2.938 2.104  -0.542
H -6.449 -0.096 -0.607  0.416
H -5.330 -1.216 0.283  0.196
H -4.835 -0.546 -1.143  0.105
H -5.514 2.476 2.120  0.382
H -4.526 3.962 2.480  0.202
H -3.802 2.388 2.704  0.129
C 3.002 3.044 -4.453  -0.662
O 4.314 2.610 -4.881  -0.340
C 4.377 1.574 -5.675  0.915
O 3.441 0.799 -6.001  -0.634
O 5.569 1.513 -6.211  -0.377
C 5.891 0.514 -7.062  -0.690
H 3.037 3.739 -3.614  0.233
H 2.434 2.170 -4.133  0.251
H 2.556 3.591 -5.284  0.445
H 5.555 -0.487 -6.793  0.298
H 6.968 0.484 -7.226  0.234
H 5.493 0.927 -7.989  0.316
C 1.074 -6.142 -3.832  -0.472
O 1.417 -4.929 -4.546  -0.418
C 1.258 -3.730 -4.055  0.702
O 0.690 -3.382 -3.003  0.074
O 1.853 -2.869 -4.868  -0.470
C 1.834 -1.491 -4.665  -0.004
H 0.336 -6.046 -3.036  0.105
H 2.052 -6.578 -3.626  0.296
H 0.497 -6.788 -4.493  0.294
H 2.411 -1.182 -3.793  -0.105
H 0.842 -1.056 -4.538  0.023
H 2.220 -1.008 -5.562  0.247
C -0.688 2.212 7.621  -0.897
O -1.087 1.748 6.351  -0.125
C -1.592 0.561 6.208  0.530
O -1.832 -0.266 7.074  -0.614
O -1.687 0.396 4.898  -0.092
C -1.638 -1.018 4.461  -0.565
H 0.185 1.732 8.063  0.314
H -1.478 2.086 8.362  0.376
H -0.734 3.301 7.596  0.310
H -2.318 -1.659 5.021  0.473
H -0.662 -1.502 4.426  0.411
H -1.888 -1.057 3.400  -0.213
C -0.791 -4.690 -0.378  0.024
O -2.190 -4.823 -0.259  0.018
C -2.817 -5.895 -0.705  0.504
O -2.305 -6.954 -1.027  -0.623
O -4.156 -5.613 -0.845  -0.126
C -5.001 -6.597 -1.433  -0.888
H -0.578 -4.630 -1.445  -0.214
H -0.221 -5.418 0.198  0.499
H -0.485 -3.725 0.026  -0.373
H -6.040 -6.294 -1.300  0.289
H -4.809 -7.574 -0.990  0.299
H -4.978 -6.648 -2.522  0.343
C 4.960 1.599 -1.386  0.097
O 6.205 0.899 -1.193  -0.243
C 6.804 0.969 0.054  0.688
O 6.494 1.744 0.952  -0.578
O 8.020 0.268 0.069  -0.351
C 8.462 -0.585 -0.984  -0.499
H 5.168 2.636 -1.125  0.448
H 4.159 1.237 -0.741  -0.191
H 4.668 1.495 -2.431  -0.163
H 9.307 -1.162 -0.608  0.256
H 8.726 -0.137 -1.942  0.265
H 7.678 -1.328 -1.130  0.172

Output
**Spin multiplicity**: 1
**Net charge**: 0
**HOMO level**: -10.68 eV
**Gap between HOMO and LUMO**: 10.90 eV

Record 2
Molecular formula: C45H87ClF9N3O9S2
Method: DFT, ωB97M-V/def2-TZVPD

Each line ends with the Mulliken charge.
CARTESIAN COORDINATES (ANGSTROEM)
C 1.928 0.640 -3.224  -0.202
C 0.804 0.632 -2.800  -2.120
C -0.650 0.416 -2.507  3.037
C -0.762 0.113 -0.938  -0.464
C 0.623 0.000 -0.275  -0.398
C 1.188 -1.216 0.143  -0.336
C -1.146 -0.883 -3.206  -0.381
Cl -0.181 -2.303 -2.692  -0.164
O -0.968 -0.833 -4.621  -0.156
S -2.002 0.203 -5.314  1.174
O -3.384 -0.138 -5.082  -0.786
O -1.623 0.253 -6.706  -0.542
C -1.625 1.794 -4.506  0.293
C -0.350 2.336 -5.202  -0.810
C -0.655 3.210 -6.458  -1.277
C 0.453 2.887 -7.504  0.172
C 0.673 3.998 -8.545  -0.955
C 1.563 3.420 -9.670  -0.938
C 0.875 2.243 -10.432  -0.845
C 1.720 0.938 -10.446  -0.993
C 0.999 -0.276 -9.772  -0.696
C 1.919 -1.005 -8.748  -1.084
C 1.121 -1.608 -7.571  0.768
C -0.038 -2.548 -7.994  -0.315
C 0.231 -4.043 -7.646  -1.107
C 1.580 -4.575 -8.168  -0.342
C 1.643 -4.502 -9.734  -1.057
C -1.532 1.613 -2.971  -1.831
C -1.197 2.938 -2.240  -0.773
C -2.400 3.904 -2.345  -1.976
C -3.512 3.654 -1.289  1.326
F -3.449 4.688 -0.436  -0.324
F -3.216 2.526 -0.621  -0.278
C -4.893 3.565 -1.966  0.456
F -4.849 2.853 -3.083  -0.198
F -5.208 4.794 -2.353  -0.304
S -6.310 2.870 -0.915  1.403
F -5.583 3.269 0.439  -0.295
F -5.669 1.415 -0.934  -0.276
F -7.133 2.488 -2.242  -0.318
F -7.063 4.285 -0.912  -0.323
F -7.508 2.290 -0.048  -0.294
H 2.881 0.502 -3.688  0.550
H -1.273 0.909 -0.386  -0.365
H -1.332 -0.803 -0.761  0.756
H 1.211 0.908 -0.083  0.578
H 1.689 -1.929 -0.513  0.410
H 1.194 -1.459 1.213  -0.723
H -2.197 -1.044 -2.940  0.763
H -2.462 2.433 -4.814  1.106
H 0.238 1.485 -5.570  -0.230
H 0.320 2.900 -4.547  0.934
H -1.643 2.931 -6.842  0.551
H -0.647 4.284 -6.231  0.334
H 1.379 2.767 -6.926  0.389
H 0.183 1.919 -7.938  -0.390
H -0.250 4.441 -8.934  0.369
H 1.266 4.803 -8.086  0.385
H 1.824 4.187 -10.410  0.375
H 2.510 3.039 -9.268  0.416
H 0.687 2.538 -11.470  0.539
H -0.102 2.020 -9.985  0.483
H 2.693 1.065 -9.956  0.542
H 1.936 0.639 -11.480  0.397
H 0.031 -0.006 -9.334  0.404
H 0.780 -1.012 -10.560  0.580
H 2.587 -1.723 -9.237  0.261
H 2.568 -0.226 -8.319  0.559
H 1.781 -2.201 -6.920  0.609
H 0.771 -0.768 -6.960  -1.268
H -0.226 -2.504 -9.075  0.443
H -0.970 -2.245 -7.505  0.055
H -0.554 -4.644 -8.129  0.448
H 0.111 -4.141 -6.559  0.300
H 1.744 -5.596 -7.806  0.496
H 2.429 -3.980 -7.804  0.201
H 0.684 -4.184 -10.156  0.308
H 1.833 -5.514 -10.107  0.316
H 2.430 -3.808 -10.036  0.240
H -2.551 1.360 -2.631  0.416
H -0.364 3.446 -2.744  0.798
H -0.846 2.760 -1.221  0.391
H -2.786 3.867 -3.367  0.475
H -2.012 4.918 -2.208  0.523
C -2.987 3.153 3.910  -0.694
O -1.810 3.112 4.690  -0.378
C -2.036 2.686 6.026  -0.689
C -1.359 1.359 6.285  0.086
N -2.018 0.264 5.572  -0.322
C -1.250 -0.974 5.635  -1.002
C 0.104 -1.009 4.927  0.242
O 0.049 -0.962 3.506  -0.300
C 0.026 0.323 2.898  0.193
H -2.726 3.582 2.950  0.169
H -3.392 2.148 3.745  0.287
H -3.747 3.783 4.380  0.402
H -3.103 2.640 6.263  0.445
H -1.583 3.436 6.678  0.142
H -1.386 1.151 7.357  0.379
H -0.309 1.457 5.980  0.030
H -2.151 0.522 4.602  0.076
H -1.868 -1.763 5.199  0.448
H -1.107 -1.231 6.689  0.427
H 0.554 -1.981 5.153  -0.272
H 0.796 -0.256 5.320  0.265
H 0.561 1.080 3.477  0.314
H -1.003 0.647 2.715  0.069
H 0.528 0.201 1.927  -0.404
C 2.571 -8.918 3.662  -0.730
O 1.349 -8.258 3.938  -0.347
C 1.332 -7.597 5.199  -0.847
C 1.241 -6.095 5.009  -0.145
N 2.484 -5.562 4.460  -0.343
C 2.393 -4.164 4.041  -0.978
C 1.475 -3.836 2.864  0.244
O 1.914 -4.378 1.628  -0.446
C 1.472 -5.696 1.357  -0.616
H 2.448 -9.468 2.730  0.243
H 3.390 -8.202 3.535  0.313
H 2.823 -9.627 4.455  0.346
H 2.197 -7.868 5.810  0.419
H 0.434 -7.937 5.724  0.397
H 1.045 -5.622 5.975  0.349
H 0.389 -5.895 4.346  0.193
H 2.753 -6.119 3.661  0.168
H 3.404 -3.853 3.767  0.360
H 2.100 -3.557 4.903  0.412
H 1.494 -2.753 2.735  -0.232
H 0.428 -4.097 3.057  0.297
H 0.491 -5.899 1.793  0.293
H 2.197 -6.435 1.709  0.218
H 1.397 -5.804 0.274  0.293
C 0.850 4.150 7.977  -1.025
O 0.723 2.789 8.353  -0.111
C 1.962 2.086 8.339  -0.582
C 2.351 1.670 9.744  -0.374
N 2.727 2.828 10.547  -0.307
C 2.896 2.535 11.968  -0.682
C 1.656 2.116 12.756  -0.480
O 0.685 3.139 12.888  -0.437
C -0.255 3.219 11.830  -0.561
H -0.151 4.575 7.921  0.259
H 1.422 4.715 8.720  0.392
H 1.326 4.245 6.997  0.400
H 2.754 2.671 7.864  0.448
H 1.809 1.183 7.739  0.158
H 3.198 0.979 9.693  0.400
H 1.497 1.136 10.182  0.193
H 2.013 3.538 10.449  0.085
H 3.290 3.443 12.432  0.368
H 3.666 1.765 12.081  0.403
H 1.984 1.888 13.774  0.352
H 1.202 1.195 12.371  0.341
H -0.461 2.241 11.387  0.284
H 0.083 3.914 11.057  0.161
H -1.184 3.613 12.241  0.347

Output
**Structure (SMILES)**: C#C[C@]1(CC=C)[C@H](Cl)OS(=O)(=O)[C@H](CCCCCCCCCCCCCC)[C@@H]1CCC(F)(F)C(F)(F)S(F)(F)(F)(F)F.COCCNCCOC.COCCNCCOC.COCCNCCOC
**Spin multiplicity**: 1
**Net charge**: 0
**HOMO level**: -7.58 eV
**Gap between HOMO and LUMO**: 7.29 eV

Record 3
Molecular formula: C45H89ClI2NO6
Method: DFT, ωB97M-V/def2-TZVPD

Each line ends with the Mulliken charge.
CARTESIAN COORDINATES (ANGSTROEM)
C 1.306 -5.607 4.229  -1.282
C 2.395 -5.441 3.143  -0.143
C 3.823 -5.431 3.688  -0.666
C 4.102 -4.405 4.805  -1.048
C 3.517 -3.016 4.541  -0.536
C 4.021 -2.386 3.236  -0.463
C 3.724 -0.869 3.234  -1.190
C 3.537 -0.243 1.815  0.577
C 4.672 0.770 1.602  -1.639
C 4.652 1.743 0.432  -0.298
N 3.444 2.615 0.231  0.621
Cl 3.026 3.246 1.830  -0.015
C 3.858 3.862 -0.567  -1.009
C 3.293 3.784 -2.033  0.607
C 2.325 4.994 -2.160  -0.928
I 3.709 6.687 -2.105  0.123
C 1.444 5.061 -3.433  -0.095
C 1.205 6.448 -4.044  -1.861
I -0.543 4.306 -2.990  0.168
C 2.778 2.318 -1.988  0.272
C 2.024 1.777 -3.216  -0.653
C 0.990 0.663 -3.018  -1.100
C 1.536 -0.781 -2.991  -0.700
C 0.352 -1.685 -2.589  -0.442
C 0.633 -3.193 -2.590  -0.646
C -0.668 -3.983 -2.889  -1.006
C -1.664 -4.091 -1.733  -0.424
C -2.614 -2.905 -1.595  0.099
C -3.747 -3.171 -0.601  -1.452
C 2.287 2.024 -0.556  0.092
C 0.938 2.497 -0.069  -1.941
H 1.135 -6.661 4.438  0.363
H 0.397 -5.110 3.892  0.309
H 1.597 -5.136 5.165  0.313
H 2.320 -6.288 2.460  0.462
H 2.159 -4.549 2.565  0.005
H 4.518 -5.202 2.872  0.291
H 4.099 -6.426 4.040  0.401
H 5.171 -4.281 4.973  0.423
H 3.633 -4.799 5.709  0.350
H 2.426 -3.020 4.504  0.302
H 3.778 -2.330 5.350  0.479
H 5.097 -2.547 3.136  0.206
H 3.548 -2.815 2.353  0.289
H 2.842 -0.655 3.835  0.360
H 4.590 -0.402 3.701  0.412
H 2.537 0.195 1.780  -0.066
H 3.591 -1.029 1.062  0.319
H 4.861 1.296 2.534  0.532
H 5.568 0.169 1.423  0.340
H 4.864 1.192 -0.484  0.144
H 5.492 2.416 0.581  0.515
H 3.458 4.717 -0.039  0.535
H 4.937 3.977 -0.621  0.320
H 4.177 3.939 -2.645  0.581
H 1.684 5.155 -1.300  0.598
H 1.858 4.453 -4.230  0.448
H 0.906 7.185 -3.302  0.453
H 2.046 6.777 -4.650  0.446
H 0.358 6.355 -4.724  0.550
H 3.724 1.768 -2.023  -0.124
H 2.799 1.367 -3.869  0.463
H 1.534 2.554 -3.785  0.091
H 0.308 0.713 -3.867  0.649
H 0.394 0.771 -2.112  -0.054
H 1.878 -1.047 -3.993  0.469
H 2.369 -0.872 -2.286  0.195
H 0.054 -1.365 -1.592  0.183
H -0.429 -1.441 -3.310  0.306
H 0.919 -3.453 -1.568  0.206
H 1.419 -3.482 -3.285  0.466
H -0.431 -4.987 -3.247  0.410
H -1.145 -3.466 -3.725  0.421
H -1.189 -4.287 -0.768  0.262
H -2.296 -4.961 -1.934  0.316
H -2.109 -1.998 -1.261  0.030
H -3.093 -2.664 -2.548  0.247
H -3.401 -3.108 0.434  0.342
H -4.191 -4.155 -0.726  0.284
H -4.549 -2.439 -0.705  0.393
H 2.257 0.933 -0.521  0.595
H 0.739 2.006 0.887  0.464
H 0.866 3.566 0.115  0.302
H 0.137 2.214 -0.742  0.362
C -5.615 2.913 -3.735  -1.104
C -4.717 3.861 -2.981  0.838
O -3.714 3.472 -2.422  -0.539
C -5.124 5.313 -2.951  -1.100
H -5.210 1.906 -3.677  0.266
H -6.615 2.921 -3.301  0.348
H -5.677 3.213 -4.782  0.334
H -6.104 5.416 -2.485  0.365
H -5.167 5.709 -3.967  0.335
H -4.396 5.883 -2.377  0.262
C -6.897 -6.059 2.559  -1.262
C -6.683 -4.872 1.651  0.904
O -5.878 -4.912 0.743  -0.496
C -7.507 -3.648 1.930  -0.788
H -6.244 -6.874 2.255  0.324
H -6.671 -5.784 3.591  0.300
H -7.934 -6.392 2.498  0.348
H -7.294 -3.289 2.943  0.210
H -8.570 -3.883 1.841  0.341
H -7.259 -2.872 1.208  0.200
C 6.753 2.825 -3.931  -1.256
C 6.960 2.311 -2.529  0.978
O 6.631 2.966 -1.560  -0.521
C 7.594 0.953 -2.382  -1.288
H 6.293 3.812 -3.895  0.306
H 7.711 2.901 -4.445  0.452
H 6.103 2.147 -4.486  0.281
H 8.586 0.954 -2.835  0.441
H 6.979 0.198 -2.875  0.314
H 7.688 0.705 -1.327  0.316
C -8.336 -3.340 -3.938  -1.139
C -8.217 -3.855 -2.523  0.831
O -8.734 -3.277 -1.595  -0.542
C -7.422 -5.122 -2.322  -0.707
H -8.930 -2.428 -3.943  0.313
H -7.346 -3.124 -4.342  0.296
H -8.824 -4.085 -4.567  0.332
H -6.394 -4.974 -2.658  0.238
H -7.874 -5.941 -2.885  0.392
H -7.411 -5.377 -1.266  -0.039
C -6.277 -2.873 7.109  -1.178
C -5.975 -2.635 5.651  0.851
O -6.857 -2.564 4.824  -0.580
C -4.522 -2.492 5.265  -1.090
H -7.352 -2.957 7.248  0.304
H -5.801 -3.796 7.444  0.339
H -5.905 -2.041 7.708  0.351
H -3.975 -3.400 5.525  0.334
H -4.079 -1.644 5.789  0.360
H -4.447 -2.327 4.192  0.242
C 4.125 10.204 1.479  -0.996
C 3.207 9.548 2.483  0.773
O 2.423 10.189 3.141  -0.536
C 3.309 8.045 2.631  -0.787
H 3.944 11.276 1.476  0.298
H 5.166 10.019 1.745  0.320
H 3.927 9.807 0.481  0.228
H 4.315 7.765 2.947  0.335
H 3.078 7.562 1.679  0.059
H 2.595 7.710 3.381  0.312

Output
**Spin multiplicity**: 1
**Net charge**: +1
**HOMO level**: -10.43 eV
**Gap between HOMO and LUMO**: 7.06 eV